(1)
C33H29N6S2Tc | the ωB97M-V functional and the def2-TZVPD basis

Output
Kohn-Sham gap (spin up / spin down): 5.7 / 3.7 eV
Total energy: -2480.4188 Ha
Multiplicity: 2
Total charge: +1

Each line ends with the Mulliken charge.
Element x y z (Å)
Tc  -0.0234  0.0705  -0.0021  -1.5322
C  -0.2514  -3.0734  4.7116  -0.7714
C  -1.0785  -3.3092  3.6218  -0.7651
C  -1.2888  -2.3167  2.6717  -0.0157
C  -0.6536  -1.0906  2.8020  -1.6106
C  0.1507  -0.8399  3.9071  0.2135
C  0.3543  -1.8307  4.8575  -0.7301
N  -0.8280  -0.0685  1.8058  1.6437
C  -1.6695  0.9838  2.1352  1.1863
C  -2.2976  1.1765  3.3802  -1.1736
C  -3.0947  2.2811  3.5693  -0.7445
C  -3.3157  3.2255  2.5474  -0.6696
C  -2.7466  3.0356  1.3161  -0.9598
C  -1.9343  1.9123  1.1241  0.0399
N  -1.3414  1.5398  -0.0831  2.3463
N  -1.5677  2.2458  -1.1365  -1.7945
C  -1.0677  1.5740  -2.2318  -0.0531
C  -1.3085  2.0820  -3.5158  -0.8650
C  -0.9701  1.3214  -4.6025  -0.5230
C  -0.4182  0.0451  -4.4078  -0.9604
C  -0.1754  -0.3759  -3.1319  -0.6340
N  -0.4308  0.3938  -2.0475  1.5173
H  -0.0911  -3.8463  5.4521  0.4132
H  -1.5764  -4.2650  3.5122  0.4595
H  -1.9511  -2.4880  1.8339  0.5174
H  0.6256  0.1299  4.0181  0.4261
H  0.9880  -1.6288  5.7128  0.4537
H  -2.1578  0.4568  4.1744  0.4585
H  -3.5748  2.4223  4.5304  0.4415
H  -3.9456  4.0850  2.7323  0.4487
H  -2.9163  3.7141  0.4919  0.5121
H  -1.7925  3.0451  -3.6040  0.6027
H  -1.1603  1.6874  -5.6038  0.4506
H  -0.1875  -0.6056  -5.2403  0.4884
H  0.2285  -1.3576  -2.9272  0.3994
S  1.1975  2.4510  2.2873  -0.3217
C  1.6839  2.7026  0.7087  -0.1852
N  1.5796  1.8348  -0.3182  0.6677
C  2.1472  2.3711  -1.4501  -0.8049
C  2.2517  1.7553  -2.7172  0.3454
C  2.8583  2.4277  -3.7380  -1.0631
C  3.3813  3.7312  -3.5594  -0.6442
C  3.2973  4.3608  -2.3471  -0.5359
C  2.6784  3.6758  -1.2913  0.8775
S  2.4551  4.1982  0.3077  -0.2707
H  1.8605  0.7683  -2.8821  0.5048
H  2.9429  1.9500  -4.7058  0.4605
H  3.8559  4.2337  -4.3916  0.4009
H  3.6932  5.3570  -2.2037  0.4245
C  2.5604  -1.3993  -0.9659  -1.3064
N  1.6563  -1.4422  0.1994  1.0413
C  2.4835  -1.1657  1.3955  -0.8323
C  1.0681  -2.8113  0.2873  -1.6317
C  -0.2867  -2.8563  -0.3553  1.4911
C  -0.8689  -4.0733  -0.7003  -0.8966
C  -2.1815  -4.1223  -1.1472  -0.8321
C  -2.9164  -2.9478  -1.2516  -0.9664
C  -2.3283  -1.7325  -0.9249  -0.4997
C  -1.0110  -1.6704  -0.4728  1.6010
H  3.3778  -2.1161  -0.8372  0.4293
H  2.9862  -0.4062  -1.0643  0.3209
H  2.0116  -1.6628  -1.8675  0.3744
H  3.2814  -1.9097  1.4849  0.3678
H  1.8654  -1.1942  2.2881  0.1809
H  2.9332  -0.1764  1.2984  0.2503
H  0.9798  -3.0694  1.3440  0.4714
H  1.7576  -3.5311  -0.1631  0.5825
H  -0.2968  -4.9910  -0.6035  0.5089
H  -2.6301  -5.0715  -1.4106  0.4330
H  -3.9450  -2.9787  -1.5896  0.4531
H  -2.9111  -0.8213  -1.0163  0.3876

---

(2)
C5H12O2 | the ωB97M-V functional and the def2-TZVPD basis

Output
Kohn-Sham gap: 10.7 eV
Total energy: -348.1530 Ha
Total charge: 0
SMILES: CCC=O.CCO

Each line ends with the Mulliken charge.
Element x y z (Å)
C  2.6251  0.4170  1.5894  -1.2651
C  1.1586  0.2120  1.2031  -0.1106
C  1.1782  -0.4616  -0.1463  -0.1570
O  1.2184  -1.6595  -0.3011  -0.5121
H  3.1404  -0.5481  1.5734  0.3196
H  3.1210  1.0806  0.8717  0.3526
H  2.7231  0.8531  2.5859  0.3598
H  0.6455  -0.4342  1.9230  0.3088
H  0.6279  1.1705  1.1536  0.2848
H  1.2182  0.2251  -1.0222  0.3985
C  -1.9160  -0.2720  -1.9614  -1.1479
C  -1.6481  0.1738  -0.5325  -0.0080
O  -2.8165  0.3501  0.2410  -0.5591
H  -2.2443  -1.3172  -1.9867  0.3102
H  -2.6925  0.3536  -2.4102  0.3379
H  -1.0076  -0.1994  -2.5709  0.3088
H  -0.9967  -0.5606  -0.0503  0.1482
H  -1.1320  1.1418  -0.5249  0.3087
H  -3.2026  -0.5252  0.3654  0.3220

---

(3)
C5H17NO2 | the ωB97M-V functional and the def2-TZVPD basis

Output
Kohn-Sham gap: 9.6 eV
Total energy: -405.9091 Ha
Total charge: 0
SMILES: CCCNCC.O.O

Each line ends with the Mulliken charge.
Element x y z (Å)
C  -1.5573  -0.2648  -1.6450  -0.9966
C  -0.1095  -0.5349  -1.9336  -0.5839
C  0.8590  0.5232  -1.4484  -0.5798
N  0.9709  0.5299  0.0144  -0.3321
C  0.6873  1.7638  0.6923  -0.7151
C  -0.7537  1.9740  1.2066  -0.9633
H  -2.2991  -0.9145  -2.1110  0.3773
H  -1.8124  -0.3925  -0.5921  0.1659
H  -1.8220  0.7596  -1.9010  0.3116
H  0.0682  -0.7918  -2.9659  0.4027
H  0.3022  -1.4361  -1.4515  0.2634
H  1.8365  0.3903  -1.9152  0.3016
H  0.5376  1.5335  -1.7331  0.3662
H  0.4290  -0.2676  0.3190  0.1839
H  0.9681  2.5905  0.0719  0.4267
H  1.2968  1.9446  1.5712  0.3984
H  -0.9549  3.0382  1.2674  0.3303
H  -0.8178  1.6225  2.2402  0.2990
H  -1.5717  1.4574  0.7143  0.2427
O  1.8830  -2.0520  1.6046  -0.7646
H  2.0138  -1.7526  2.5171  0.3403
H  1.5821  -1.2333  1.1722  0.4856
O  -0.7683  -2.5130  1.3897  -0.6426
H  0.2057  -2.5960  1.4348  0.3911
H  -1.1735  -3.3786  1.4815  0.2913

---

Values for energy above the lowest of the compared OMol25 structures with the same formula, charge and spin, kcal/mol, ordered as above
18.8 32.5 20.9